No. 1
19
Properties=species:S:1:pos:R:3 method="wB97M-V/def2-TZVPD" charge=0 lumo_energy_ev="0.004 / -0.786" multiplicity=1 energy_ha=-913.553836 homo_energy_ha="-0.298 / -0.235"
C 1.375 -0.596 -1.353
C 0.846 0.592 1.655
C 1.864 0.555 -0.580
N -2.823 0.769 -0.286
N 0.873 1.115 0.348
P -2.582 -0.883 -0.398
P -0.223 2.163 -0.320
H 0.828 -0.168 -2.194
H 2.137 -1.335 -1.675
H 0.746 -1.148 -0.730
H 1.832 0.540 2.132
H 0.273 1.201 2.277
H 0.419 -0.292 1.757
H 2.567 0.193 0.110
H 2.195 1.472 -0.995
H -3.276 1.100 -1.204
H -2.392 -0.988 0.929
H -3.883 -1.495 -0.298
H -0.900 2.426 0.851

No. 2
17
Properties=species:S:1:pos:R:3 method="wB97M-V/def2-TZVPD" charge=0 lumo_energy_ev=1.057 multiplicity=1 energy_ha=-309.793350 homo_energy_ha=-0.350
C 0.686 0.180 -2.179
C -0.438 -0.013 -1.490
C -0.810 0.707 -0.236
C 0.225 1.317 0.667
C -0.592 0.163 1.162
C 0.035 -1.182 1.492
O 1.013 -1.644 0.590
H 1.437 0.893 -1.849
H 0.897 -0.365 -3.095
H -1.173 -0.725 -1.868
H -1.736 1.272 -0.346
H 1.266 1.104 0.445
H 0.042 2.309 1.072
H -1.386 0.417 1.861
H -0.770 -1.924 1.627
H 0.549 -1.098 2.457
H 0.755 -1.410 -0.310

No. 3
15
Properties=species:S:1:pos:R:3 method="wB97M-V/def2-TZVPD" charge=+1 lumo_energy_ev=-3.770 multiplicity=1 energy_ha=-411.347461 homo_energy_ha=-0.497
C -2.803 0.924 0.561
C 1.817 -0.374 0.394
C -2.425 -0.001 -0.260
C 1.779 0.917 0.642
N 1.636 -1.094 -0.855
F -1.097 -0.382 -0.200
F 1.512 1.591 -0.484
H -3.845 1.161 0.581
H -2.082 1.282 1.373
H 1.885 -1.020 1.246
H -2.990 -0.567 -0.988
H 1.729 1.217 1.660
H 0.839 -1.672 -0.936
H 2.596 -1.545 -1.106
H 1.449 -0.439 -1.629

No. 4
75
Properties=species:S:1:pos:R:3 method="wB97M-V/def2-TZVPD" charge=+1 lumo_energy_ev=-3.878 multiplicity=1 energy_ha=-4825.412809 homo_energy_ha=-0.406
C 2.869 -0.269 1.581
N 2.705 0.656 0.434
C 3.410 0.159 -0.733
N 4.195 1.008 -1.342
Br 4.402 2.736 -0.688
N 3.136 -1.156 -1.124
C 4.197 -1.798 -1.940
C 4.493 -3.251 -1.378
C 3.572 -4.313 -2.118
C 2.748 -5.113 -1.032
C 1.303 -5.508 -1.551
N 1.356 -6.630 -2.545
C 1.769 -1.294 -1.685
S 1.545 -0.251 -3.208
C 0.778 -0.697 -0.588
C 1.271 0.693 -0.045
C 0.319 1.374 0.995
C -1.200 1.422 0.574
C -2.177 0.788 1.608
O -3.357 1.056 1.512
N -1.769 -0.118 2.648
C -1.567 -1.455 2.119
C -0.693 -2.337 2.904
C -0.417 -3.676 2.436
C -1.027 -4.091 1.178
C -1.901 -3.260 0.393
C -2.185 -1.900 0.893
H 2.569 -1.327 1.383
H 2.293 0.070 2.477
H 3.947 -0.296 1.907
H 4.687 0.720 -2.189
H 5.176 -1.247 -1.938
H 3.885 -1.887 -3.019
H 5.583 -3.456 -1.499
H 4.264 -3.207 -0.278
H 2.888 -3.790 -2.834
H 4.219 -5.045 -2.665
H 3.250 -6.059 -0.713
H 2.570 -4.514 -0.092
H 0.767 -5.913 -0.647
H 0.766 -4.614 -1.973
H 0.992 -7.460 -2.071
H 0.654 -6.387 -3.251
H 1.478 -2.356 -1.841
H 0.986 -1.059 -4.177
H 0.693 -1.425 0.270
H -0.229 -0.674 -1.064
H 1.294 1.381 -0.945
H 0.401 0.962 2.032
H 0.658 2.446 1.075
H -1.519 2.493 0.465
H -1.384 0.962 -0.433
H -2.417 -0.116 3.437
H -0.244 -1.997 3.865
H 0.252 -4.385 2.975
H -0.818 -5.121 0.800
H -2.361 -3.576 -0.565
H -2.878 -1.292 0.276
C -5.923 4.779 -0.059
O -5.585 5.739 0.928
P -4.210 6.722 0.872
O -3.837 6.445 -0.569
O -3.421 5.770 1.923
C -3.158 4.422 1.595
O -2.988 7.890 1.073
C -3.364 9.221 0.696
H -6.903 5.029 -0.469
H -5.213 4.692 -0.876
H -6.000 3.807 0.435
H -3.025 4.282 0.520
H -3.974 3.790 1.953
H -2.244 4.113 2.104
H -4.252 9.534 1.246
H -3.554 9.270 -0.378
H -2.542 9.890 0.944